Entry one
Here is C21H30N4O4S in the gas phase from the OMol25 dataset. Energies are from ωB97M-V/def2-TZVPD.

As for the SMILES: CCN(CCNC(=O)C1CCN(S(=O)(=O)c2c(C)noc2C)CC1)c1ccccc1. For the HOMO-LUMO gap, the calculation gives 8.1 eV.

Each line ends with the natural charge from an NBO analysis.
Atoms and positions in Å:
C1 -5.588 -0.585 1.220  -0.616
C2 -4.142 -0.100 1.279  -0.224
N1 -3.681 0.437 0.009  -0.471
C3 -3.912 -0.377 -1.159  -0.209
C4 -3.255 -1.774 -1.107  -0.248
N2 -1.814 -1.729 -1.169  -0.620
C5 -1.034 -2.015 -0.104  0.690
O1 -1.504 -2.300 0.979  -0.645
C6 0.477 -2.062 -0.363  -0.311
C7 1.221 -1.793 0.951  -0.407
C8 1.002 -0.339 1.370  -0.245
N3 1.356 0.596 0.331  -0.688
S1 2.781 1.404 0.438  2.375
O2 2.946 1.828 1.795  -0.938
O3 2.804 2.382 -0.611  -0.947
C9 4.071 0.232 0.085  -0.527
C10 4.772 -0.619 0.991  0.180
C11 4.585 -0.727 2.456  -0.663
N4 5.659 -1.319 0.339  -0.132
O4 5.588 -0.967 -0.971  -0.269
C12 4.644 -0.029 -1.132  0.393
C13 4.405 0.538 -2.477  -0.687
C14 0.783 0.349 -0.966  -0.250
C15 1.014 -1.093 -1.421  -0.409
C16 -2.654 1.372 0.013  0.268
C17 -1.868 1.609 1.147  -0.328
C18 -0.876 2.574 1.143  -0.168
C19 -0.633 3.336 0.015  -0.259
C20 -1.414 3.127 -1.109  -0.194
C21 -2.410 2.170 -1.113  -0.297
H1 -5.691 -1.502 0.647  0.199
H2 -6.226 0.180 0.784  0.210
H3 -5.932 -0.783 2.232  0.220
H4 -4.099 0.719 2.000  0.207
H5 -3.492 -0.911 1.638  0.202
H6 -3.532 0.143 -2.038  0.204
H7 -4.988 -0.519 -1.297  0.202
H8 -3.628 -2.364 -1.950  0.198
H9 -3.511 -2.282 -0.176  0.233
H10 -1.401 -1.444 -2.040  0.395
H11 0.682 -3.094 -0.682  0.236
H12 0.831 -2.447 1.731  0.243
H13 2.284 -2.001 0.812  0.204
H14 1.598 -0.075 2.243  0.235
H15 -0.055 -0.197 1.611  0.226
H16 3.837 -1.483 2.689  0.228
H17 5.522 -1.020 2.922  0.241
H18 4.246 0.231 2.844  0.257
H19 3.849 1.465 -2.369  0.269
H20 5.357 0.724 -2.969  0.243
H21 3.839 -0.160 -3.095  0.232
H22 1.238 1.067 -1.648  0.242
H23 -0.290 0.555 -0.908  0.225
H24 0.563 -1.255 -2.401  0.201
H25 2.087 -1.274 -1.526  0.214
H26 -2.016 1.025 2.042  0.220
H27 -0.276 2.719 2.029  0.220
H28 0.154 4.071 0.010  0.224
H29 -1.254 3.723 -1.997  0.212
H30 -3.020 2.064 -1.998  0.206

Entry two
Here is a molecular structure, C21H30N4O4S from the OMol25 dataset. Energies are from ωB97M-V/def2-TZVPD.

For the HOMO-LUMO gap, the calculation gives 7.9 eV.

Each line ends with the natural charge from an NBO analysis.
Atoms and positions in Å:
C1 3.493 -4.628 -0.996  -0.669
H1 3.974 -3.507 -1.047  0.199
H2 3.392 -4.847 -2.127  0.254
H3 4.254 -5.243 -0.493  0.248
C2 2.408 -4.527 -0.365  -0.199
N1 1.302 -3.805 -1.007  -0.465
C3 0.418 -4.346 -1.892  0.179
C4 0.658 -5.450 -2.735  -0.245
C5 -0.203 -5.956 -3.713  -0.233
C6 -1.272 -5.122 -4.053  -0.233
C7 -1.623 -3.958 -3.691  -0.233
C8 -0.624 -3.487 -2.719  -0.226
H4 -0.638 -2.385 -2.103  0.181
H5 -2.381 -3.264 -3.930  0.234
H6 -1.862 -5.493 -4.938  0.195
H7 -0.139 -7.037 -3.940  0.232
H8 1.470 -6.098 -2.157  0.186
C9 1.209 -2.436 -0.545  -0.153
H9 0.911 -1.579 -1.544  0.154
H10 2.104 -2.165 -0.223  0.199
C10 0.283 -2.184 0.458  -0.265
N2 0.134 -0.997 1.066  -0.614
C11 0.884 -0.561 2.114  0.673
O1 1.431 -1.495 2.896  -0.649
C12 1.086 1.043 2.204  -0.170
C13 -0.404 1.581 2.683  -0.434
C14 -0.280 3.034 2.781  -0.157
N3 0.179 3.626 1.381  -0.733
S1 -0.506 3.208 0.108  2.362
O2 -0.929 1.965 -0.092  -0.951
O3 0.319 3.925 -1.082  -0.959
C15 -1.793 4.358 0.145  -0.575
C16 -1.953 5.736 0.136  0.428
O4 -3.042 6.134 0.383  -0.258
N4 -3.932 5.057 0.542  -0.144
C17 -3.446 4.032 0.345  0.213
C18 -3.740 2.734 0.511  -0.666
H11 -3.433 1.833 0.235  0.262
H12 -3.871 2.351 1.653  0.251
H13 -4.999 2.500 0.222  0.218
C19 -0.871 6.689 0.100  -0.703
H14 -0.196 5.963 -0.576  0.282
H15 -1.137 7.442 -0.590  0.235
H16 -0.297 6.939 0.977  0.250
C20 1.710 3.122 1.366  -0.165
C21 1.844 1.829 1.450  -0.550
H17 1.479 1.447 0.517  0.225
H18 2.928 1.505 1.591  0.259
H19 2.142 3.635 2.274  0.194
H20 2.084 3.548 0.575  0.238
H21 0.053 3.488 3.485  0.174
H22 -1.447 3.423 2.554  0.206
H23 -1.053 1.340 1.838  0.220
H24 -0.783 1.173 3.783  0.256
H25 1.550 1.136 3.578  0.169
H26 -0.324 -0.121 0.578  0.406
H27 0.551 -2.853 1.334  0.243
H28 -0.828 -2.474 0.195  0.202
H29 1.676 -5.586 -0.373  0.191
H30 2.083 -4.194 0.871  0.234

entry one comes first in stability; the runner-up is 537.1 kcal/mol higher.

Entry one
Here is a gas-phase ion, C4H12N2 (charge +2) from the OMol25 dataset. Energies are from ωB97M-V/def2-TZVPD.

As for the SMILES: [NH3+]/C=C/CC[NH3+]. As for the net charge: +2. For the HOMO-LUMO gap, the calculation gives 11.3 eV.

Each line ends with the natural charge from an NBO analysis.
Atoms and positions in Å:
N1 -0.593 -1.168 -2.764  -0.697
C1 -0.417 -0.066 -1.815  -0.013
C2 0.028 -0.314 -0.584  -0.195
C3 0.895 0.514 0.283  -0.462
C4 0.718 0.281 1.850  -0.226
N2 -0.607 0.754 2.361  -0.698
H1 -1.427 -0.939 -3.288  0.466
H2 -0.756 -2.026 -2.183  0.459
H3 0.192 -1.459 -3.384  0.477
H4 -0.486 0.942 -2.253  0.256
H5 0.385 -1.388 -0.535  0.208
H6 2.041 0.568 0.048  0.309
H7 0.518 1.564 0.244  0.227
H8 1.543 0.933 2.181  0.269
H9 0.758 -0.746 2.032  0.229
H10 -1.391 0.684 1.765  0.442
H11 -0.620 1.724 2.767  0.469
H12 -0.780 0.140 3.277  0.480

Entry two
Here is a gas-phase ion, C4H12N2 (charge +2) from the OMol25 dataset. Energies are from ωB97M-V/def2-TZVPD.

As for the SMILES: C=C([NH3+])CC[NH3+]. As for the net charge: +2. For the HOMO-LUMO gap, the calculation gives 11.8 eV.

Each line ends with the natural charge from an NBO analysis.
Atoms and positions in Å:
C1 -0.281 0.178 2.055  -0.300
C2 0.010 -0.664 1.084  0.116
N1 0.728 -1.941 1.364  -0.686
C3 -0.052 -0.354 -0.411  -0.485
C4 0.049 1.107 -0.793  -0.209
N2 -0.583 1.350 -2.165  -0.671
H1 -0.364 -0.116 3.092  0.256
H2 -0.336 1.230 1.808  0.238
H3 0.308 -2.697 0.806  0.451
H4 1.707 -1.834 1.094  0.461
H5 0.606 -2.261 2.332  0.473
H6 0.760 -0.893 -0.915  0.236
H7 -1.005 -0.765 -0.758  0.255
H8 1.027 1.574 -0.866  0.255
H9 -0.521 1.789 -0.157  0.241
H10 -0.321 2.308 -2.422  0.463
H11 -1.591 1.212 -2.258  0.459
H12 -0.139 0.775 -2.889  0.448

entry two comes first in stability; the runner-up is 20.6 kcal/mol higher.

Entry one
Here is 2 unconnected molecules or ions with the total composition C2H3N3O2 from the OMol25 dataset. Energies are from ωB97M-V/def2-TZVPD.

For the HOMO-LUMO gap (alpha / beta), the calculation gives 8.4 / 8.4 eV.

Each line ends with the natural charge from an NBO analysis.
Atoms and positions in Å:
C1 -0.548 -0.682 -1.332  0.206
C2 -0.147 -0.146 -0.065  0.102
N1 -0.887 -1.093 -2.309  -0.238
N2 0.433 -0.874 0.926  -0.829
N3 0.437 1.236 -0.086  0.509
O1 0.182 1.994 -0.995  -0.318
O2 1.079 1.483 0.925  -0.384
H1 -1.866 0.227 0.284  0.073
H2 0.622 -1.892 0.873  0.430
H3 0.694 -0.252 1.779  0.448

Entry two
Here is C2H3N3O2 in the gas phase from the OMol25 dataset. Energies are from ωB97M-V/def2-TZVPD.

As for the SMILES: O/N=c1/[nH]nco1. For the HOMO-LUMO gap, the calculation gives 9.1 eV.

Each line ends with the natural charge from an NBO analysis.
Atoms and positions in Å:
O1 2.392 -0.473 -0.117  -0.578
N1 1.504 0.582 0.098  -0.252
C1 0.270 0.184 -0.051  0.577
N2 -0.737 1.029 -0.287  -0.441
N3 -1.931 0.380 0.004  -0.278
C2 -1.602 -0.875 0.004  0.300
O2 -0.306 -1.055 -0.193  -0.438
H1 3.365 -0.120 0.059  0.481
H2 -0.675 2.009 0.169  0.416
H3 -2.280 -1.662 0.313  0.214

Entry three
Here is C2H3N3O2 in the gas phase from the OMol25 dataset. Energies are from ωB97M-V/def2-TZVPD.

As for the SMILES: O/N=c1/cn[nH]o1. For the HOMO-LUMO gap, the calculation gives 8.7 eV.

Each line ends with the natural charge from an NBO analysis.
Atoms and positions in Å:
O1 1.629 1.671 -1.151  -0.559
N1 1.843 0.330 -0.533  -0.153
C1 0.650 0.015 0.113  0.365
C2 0.088 -1.177 0.759  -0.067
N2 -1.238 -1.280 0.746  -0.158
N3 -1.628 -0.175 0.107  -0.118
O2 -0.521 0.724 -0.193  -0.378
H1 0.649 1.527 -1.433  0.461
H2 0.801 -2.010 0.983  0.234
H3 -2.275 0.376 0.603  0.373

Entry four
Here is C2H3N3O2 in the gas phase from the OMol25 dataset. Energies are from ωB97M-V/def2-TZVPD.

As for the SMILES: Nc1n[nH]oc1=O. For the HOMO-LUMO gap, the calculation gives 9.5 eV.

Each line ends with the natural charge from an NBO analysis.
Atoms and positions in Å:
N1 0.576 1.943 0.293  -0.808
C1 -0.088 0.680 0.161  0.207
N2 -1.348 0.468 0.369  -0.249
N3 -1.431 -0.913 0.129  -0.125
O1 -0.281 -1.415 -0.165  -0.292
C2 0.672 -0.435 -0.274  0.658
O2 1.800 -0.458 -0.735  -0.560
H1 0.088 2.373 1.085  0.388
H2 1.594 1.956 0.303  0.411
H3 -1.917 -1.298 0.944  0.370

entry four comes first in stability; the runner-up is 21.7 kcal/mol higher.

Entry one
Here is C4H6O4 in the gas phase from the OMol25 dataset. Energies are from ωB97M-V/def2-TZVPD.

As for the SMILES: O=C[C@H](O)CC(=O)O. For the HOMO-LUMO gap, the calculation gives 10.4 eV.

Each line ends with the natural charge from an NBO analysis.
Atoms and positions in Å:
O1 -1.628 2.021 -0.359  -0.524
C1 -1.043 0.999 -0.653  0.451
C2 0.578 0.755 -0.179  0.017
O2 1.385 0.372 -1.271  -0.706
C3 0.661 -0.196 1.014  -0.553
C4 -0.164 -1.278 0.427  0.802
O3 0.147 -2.227 -0.251  -0.546
O4 -1.597 -0.924 0.499  -0.735
H1 -1.273 0.386 -1.537  0.128
H2 0.839 1.769 0.135  0.187
H3 2.311 0.325 -0.978  0.479
H4 1.668 -0.570 1.219  0.241
H5 0.175 0.216 1.901  0.259
H6 -2.059 -1.647 0.031  0.500

Entry two
Here is a molecular structure, C4H6O4 from the OMol25 dataset. Energies are from ωB97M-V/def2-TZVPD.

For the HOMO-LUMO gap, the calculation gives 10.5 eV.

Each line ends with the natural charge from an NBO analysis.
Atoms and positions in Å:
C1 2.182 -0.075 -0.226  -0.214
C2 -0.109 -0.141 0.619  0.276
C3 -1.977 -0.732 -0.272  0.215
C4 -0.780 1.188 0.195  0.733
H1 2.844 -0.725 -0.772  0.195
H2 2.475 0.076 0.937  0.171
H3 2.290 1.073 -0.995  0.133
H4 0.484 -0.041 1.638  0.180
H5 -2.057 -1.379 -1.187  0.185
H6 -3.100 -0.719 0.132  0.172
O1 0.917 -0.458 -0.347  -0.550
O2 -1.007 -1.126 0.632  -0.477
O3 -1.766 0.680 -0.598  -0.486
O4 -0.396 2.378 0.246  -0.532

entry one comes first in stability; the runner-up is 39.4 kcal/mol higher.